2 unconnected molecules or ions with the total composition C13H23BBrF3N4O4, computed with ωB97M-V/def2-TZVPD.

Output
SMILES = N#CO[C@@H]1C(=O)N[C@](CCC(F)(F)F)(B(N)O)[C@]1(Br)CCN.CC(C)O
Frontier orbital gap = 9.399 eV
LUMO energy = 0.1 eV
HOMO = -9.317 eV
Largest force on an atom = 0.9 eV/Å

Positions of all 49 atoms, in Å:
N1 -1.029 4.349 0.400
C1 -0.393 3.555 0.931
O1 0.307 2.653 1.533
C2 -0.025 1.300 1.135
C3 -0.703 0.393 2.158
O2 -1.365 0.701 3.088
N2 -0.386 -0.940 1.715
C4 1.055 -0.799 1.399
C5 1.741 -2.069 0.848
C6 0.928 -3.025 -0.015
C7 -0.103 -3.861 0.728
F1 -0.069 -5.151 0.291
F2 0.074 -3.899 2.070
F3 -1.372 -3.429 0.494
B1 1.745 -0.631 2.876
N3 2.982 0.089 3.100
O3 1.112 -1.208 3.948
C8 1.135 0.466 0.523
Br1 0.460 0.071 -1.309
C9 2.462 1.221 0.485
C10 2.784 2.061 -0.738
N4 3.478 1.285 -1.772
H1 -0.797 1.378 0.375
H2 -0.972 -1.088 0.890
H3 2.089 -2.663 1.691
H4 2.637 -1.743 0.329
H5 0.435 -2.544 -0.846
H6 1.621 -3.743 -0.441
H7 3.807 -0.433 2.833
H8 3.071 0.353 4.072
H9 0.944 -2.143 3.791
H10 2.532 1.813 1.384
H11 3.256 0.483 0.574
H12 3.470 2.835 -0.404
H13 1.910 2.579 -1.127
H14 3.389 0.298 -1.594
H15 3.119 1.484 -2.692
C11 -3.497 2.099 -2.944
C12 -3.274 0.607 -2.750
C13 -4.528 -0.196 -3.058
O4 -2.831 0.345 -1.418
H16 -4.277 2.457 -2.267
H17 -2.587 2.655 -2.718
H18 -3.799 2.324 -3.967
H19 -2.461 0.273 -3.398
H20 -5.339 0.096 -2.386
H21 -4.347 -1.261 -2.914
H22 -4.859 -0.034 -4.085
H23 -3.527 0.635 -0.817

A molecular structure, C17H29N6NdO4P in a non-equilibrium geometry, computed with ωB97M-V/def2-TZVPD.

Output
Frontier orbital gap (alpha / beta) = 8.274 / 8.293 eV
Total charge = +3
Energy relative to the best compared isomer or geometry (same formula, charge and spin) = 0.00 kJ/mol
LUMO energy (alpha / beta) = -9.3 / -9.3 eV
Spin multiplicity = 4
HOMO (alpha / beta) = -17.561 / -17.562 eV
Largest force on an atom = 1.6 eV/Å

Positions of all 58 atoms, in Å:
Nd1 1.118 -0.664 -0.643
O1 -2.241 -3.748 -0.878
C1 -1.302 -2.911 -0.573
O2 -0.828 -2.072 -1.350
C2 -0.779 -3.000 0.820
C3 -1.115 -3.942 1.770
C4 -0.476 -3.869 3.013
C5 0.447 -2.866 3.260
C6 0.710 -1.948 2.248
N1 0.114 -2.028 1.061
C7 1.690 -0.777 2.389
O3 2.219 -0.553 3.432
O4 1.821 -0.102 1.250
H1 -2.540 -3.677 -1.802
H2 -1.844 -4.711 1.554
H3 -0.705 -4.598 3.779
H4 0.961 -2.774 4.208
N2 1.861 1.224 -2.226
C8 2.807 0.438 -3.079
C9 3.790 -0.365 -2.204
C10 4.024 -1.792 -2.710
C11 2.837 -2.733 -2.546
N3 2.420 -2.808 -1.109
H5 1.244 1.747 -2.843
H6 2.406 1.936 -1.740
H7 3.364 1.094 -3.746
H8 2.207 -0.222 -3.711
H9 3.456 -0.384 -1.150
H10 4.747 0.152 -2.167
H11 4.885 -2.218 -2.190
H12 4.294 -1.754 -3.767
H13 3.122 -3.717 -2.917
H14 1.971 -2.410 -3.135
H15 3.264 -2.962 -0.555
H16 1.886 -3.666 -0.981
C12 -1.940 4.083 1.712
N4 -2.235 3.976 0.200
C13 -3.588 3.257 0.030
N5 -3.566 1.999 0.688
C14 -3.270 2.162 2.113
N6 -1.968 2.796 2.305
C15 -0.853 1.946 1.923
P1 -0.908 1.508 0.105
C16 -1.139 3.258 -0.522
C17 -2.712 1.012 0.044
H17 -2.717 4.723 2.129
H18 -0.968 4.562 1.822
H19 -2.318 4.921 -0.183
H20 -3.772 3.150 -1.038
H21 -4.341 3.912 0.468
H22 -3.280 1.189 2.601
H23 -4.042 2.778 2.573
H24 -0.882 1.024 2.507
H25 0.095 2.436 2.152
H26 -1.374 3.256 -1.587
H27 -0.211 3.813 -0.378
H28 -2.824 0.057 0.563
H29 -3.026 0.862 -0.990

2 unconnected molecules or ions with the total composition C3H8O in a non-equilibrium geometry, computed with ωB97M-V/def2-TZVPD.

Output
SMILES = C=CO.C
Frontier orbital gap = 10.179 eV
Energy relative to the best compared isomer or geometry (same formula, charge and spin) = 111.06 kJ/mol
LUMO energy = 0.9 eV
HOMO = -9.287 eV
Largest force on an atom = 1.3 eV/Å

Positions of all 12 atoms, in Å:
C1 0.326 1.375 0.154
C2 1.331 0.819 0.815
O1 2.187 -0.045 0.185
H1 -0.296 2.133 0.586
H2 0.399 1.195 -0.904
H3 1.575 0.970 1.865
H4 3.087 0.144 0.491
C3 -3.201 -1.670 -0.970
H5 -3.203 -0.711 -1.466
H6 -2.192 -2.056 -1.035
H7 -3.439 -1.465 0.078
H8 -3.910 -2.408 -1.346

A molecular structure, C43H63IN4PbSi2, computed with ωB97M-V/def2-TZVPD.

Output
Frontier orbital gap = 5.750 eV
LUMO energy = -1.2 eV
HOMO = -6.945 eV
Largest force on an atom = 0.2 eV/Å

Positions of all 114 atoms, in Å:
Pb1 0.053 0.365 -0.259
C1 5.777 -0.151 -3.028
C2 5.105 -1.386 -2.421
C3 3.622 -1.224 -2.313
C4 2.659 -1.753 -3.123
C5 2.839 -2.703 -4.264
C6 2.715 -4.162 -3.814
C7 1.382 -1.316 -2.602
C8 0.139 -1.758 -3.053
C9 -1.118 -1.621 -2.463
C10 -2.300 -2.378 -2.827
C11 -2.415 -3.245 -4.040
C12 -2.639 -2.429 -5.316
C13 -3.239 -2.134 -1.866
C14 -2.636 -1.226 -0.910
C15 -3.178 -0.886 0.331
C16 -2.576 -0.253 1.417
N1 -1.343 0.315 1.436
C17 -1.035 0.663 2.710
C18 0.213 1.078 3.173
C19 1.440 1.090 2.510
N2 1.641 0.837 1.190
C20 2.969 0.632 0.981
C21 3.550 0.110 -0.172
C22 2.941 -0.454 -1.293
N3 1.609 -0.492 -1.548
C23 3.674 0.909 2.215
C24 2.731 1.194 3.158
C25 2.938 1.541 4.598
C26 2.708 3.030 4.868
C27 5.151 0.769 2.407
C28 5.546 -0.675 2.731
C29 -2.185 0.392 3.549
C30 -3.136 -0.173 2.750
C31 -4.466 -0.724 3.155
C32 -4.387 -2.221 3.472
C33 -2.270 0.690 5.012
C34 -2.503 2.179 5.283
N4 -1.398 -0.894 -1.352
C35 -4.633 -2.667 -1.769
C36 -5.678 -1.633 -2.194
H1 6.858 -0.280 -3.086
H2 5.570 0.738 -2.430
H3 5.398 0.035 -4.034
H4 5.525 -1.589 -1.433
H5 5.329 -2.265 -3.029
H6 3.818 -2.540 -4.719
H7 2.104 -2.489 -5.044
H8 3.478 -4.399 -3.072
H9 2.830 -4.844 -4.657
H10 1.746 -4.344 -3.348
H11 0.171 -2.407 -3.920
H12 -3.237 -3.950 -3.907
H13 -1.512 -3.852 -4.145
H14 -3.558 -1.845 -5.242
H15 -2.715 -3.077 -6.189
H16 -1.817 -1.730 -5.480
H17 -4.173 -1.269 0.517
H18 0.262 1.292 4.233
H19 4.628 0.020 -0.142
H20 3.951 1.264 4.894
H21 2.268 0.943 5.220
H22 3.402 3.638 4.286
H23 2.850 3.265 5.924
H24 1.696 3.326 4.586
H25 5.476 1.431 3.212
H26 5.675 1.106 1.509
H27 5.070 -1.003 3.656
H28 6.626 -0.772 2.845
H29 5.216 -1.354 1.943
H30 -5.197 -0.549 2.362
H31 -4.832 -0.180 4.028
H32 -4.011 -2.781 2.615
H33 -5.366 -2.616 3.745
H34 -3.699 -2.399 4.299
H35 -1.354 0.361 5.508
H36 -3.079 0.105 5.453
H37 -1.700 2.783 4.857
H38 -2.551 2.381 6.354
H39 -3.438 2.510 4.830
H40 -4.831 -2.992 -0.745
H41 -4.726 -3.558 -2.392
H42 -5.611 -0.735 -1.578
H43 -6.688 -2.034 -2.102
H44 -5.524 -1.332 -3.231
I1 0.587 -2.497 1.037
C37 2.458 3.437 -1.386
Si1 0.954 2.955 -2.394
C38 0.408 4.491 -3.337
C39 1.450 1.756 -3.757
C40 -0.443 2.282 -1.296
Si2 -1.345 3.539 -0.199
C41 -0.199 4.217 1.119
C42 -2.898 2.842 0.606
C43 -1.998 4.984 -1.214
H45 3.296 3.637 -2.057
H46 2.769 2.661 -0.687
H47 2.270 4.346 -0.810
H48 1.134 4.657 -4.136
H49 0.392 5.391 -2.724
H50 -0.573 4.378 -3.801
H51 1.819 2.351 -4.596
H52 0.603 1.169 -4.120
H53 2.240 1.063 -3.473
H54 -1.207 1.922 -2.002
H55 0.303 3.426 1.679
H56 -0.769 4.819 1.831
H57 0.572 4.859 0.686
H58 -2.721 2.419 1.594
H59 -3.380 2.076 -0.005
H60 -3.608 3.664 0.720
H61 -1.233 5.694 -1.519
H62 -2.713 5.524 -0.588
H63 -2.531 4.656 -2.108

A molecular structure, C28H43IN3O20S in a non-equilibrium geometry, computed with ωB97M-V/def2-TZVPD.

Output
Frontier orbital gap = 7.542 eV
Total charge = +1
LUMO energy = -4.2 eV
HOMO = -11.740 eV
Largest force on an atom = 2.3 eV/Å

Positions of all 96 atoms, in Å:
C1 3.336 0.674 -0.183
C2 3.479 -0.520 -0.130
C3 3.884 -1.936 -0.439
N1 3.008 -2.597 -1.452
C4 1.834 -1.869 -1.764
N2 1.878 -0.964 -2.837
I1 1.607 -2.215 -4.500
N3 0.734 -2.023 -1.096
C5 0.730 -3.022 -0.033
S1 0.819 -4.762 -0.622
O1 1.396 -5.584 0.398
O2 -0.435 -5.217 -1.136
C6 -0.420 -1.155 -1.489
C7 -0.136 0.302 -0.966
C8 -1.787 -1.574 -0.900
C9 -2.401 -2.866 -1.507
C10 -3.951 -2.690 -1.667
H1 2.941 1.663 -0.343
H2 4.943 -1.975 -0.714
H3 3.759 -2.494 0.507
H4 3.556 -2.748 -2.295
H5 2.853 -0.670 -2.901
H6 -0.128 -2.965 0.648
H7 1.626 -2.885 0.593
H8 1.702 -4.721 -1.674
H9 -0.544 -1.147 -2.583
H10 0.554 0.274 -0.110
H11 -1.083 0.789 -0.707
H12 0.378 0.862 -1.763
H13 -1.686 -1.586 0.197
H14 -2.476 -0.747 -1.133
H15 -2.289 -3.654 -0.748
H16 -1.925 -3.141 -2.459
H17 -4.440 -3.181 -0.807
H18 -4.261 -1.642 -1.631
H19 -4.292 -3.231 -2.558
C11 0.192 1.006 3.489
C12 0.024 -0.353 4.113
O3 -1.316 -0.704 3.743
C13 -1.633 0.005 2.631
O4 -2.610 -0.180 1.977
O5 -0.694 0.943 2.362
H20 1.212 1.195 3.174
H21 -0.132 1.812 4.149
H22 0.711 -1.095 3.697
H23 0.140 -0.335 5.193
C14 4.075 4.145 4.488
C15 4.149 3.341 3.217
O6 3.736 2.039 3.647
C16 2.987 2.199 4.766
O7 2.353 1.327 5.274
O8 3.049 3.469 5.223
H24 3.809 5.185 4.313
H25 5.002 4.109 5.063
H26 3.456 3.698 2.455
H27 5.152 3.312 2.797
C17 7.464 4.203 -0.240
C18 6.614 4.138 -1.484
O9 5.288 4.262 -0.962
C19 5.377 4.892 0.237
O10 4.445 5.299 0.854
O11 6.666 4.999 0.640
H28 8.432 4.667 -0.414
H29 7.618 3.222 0.214
H30 6.804 4.970 -2.166
H31 6.734 3.203 -2.026
C20 -6.500 1.742 -2.727
C21 -6.707 1.729 -4.221
O12 -5.506 1.112 -4.696
C22 -5.003 0.363 -3.683
O13 -4.104 -0.409 -3.800
O14 -5.655 0.606 -2.522
H32 -7.429 1.640 -2.172
H33 -5.977 2.637 -2.383
H34 -7.560 1.118 -4.521
H35 -6.823 2.727 -4.638
C23 -1.772 1.355 -5.087
C24 -2.085 1.305 -6.559
O15 -0.874 0.777 -7.116
C25 -0.246 0.090 -6.145
O16 0.704 -0.620 -6.315
O17 -0.825 0.291 -4.938
H36 -2.647 1.186 -4.464
H37 -1.298 2.293 -4.789
H38 -2.906 0.624 -6.790
H39 -2.311 2.284 -6.974
C26 -2.902 -3.659 6.229
C27 -3.390 -2.253 5.990
O18 -4.724 -2.294 6.493
C28 -4.791 -3.307 7.399
O19 -5.710 -3.504 8.120
O20 -3.660 -4.065 7.366
H40 -1.835 -3.704 6.438
H41 -3.128 -4.329 5.396
H42 -2.822 -1.510 6.555
H43 -3.381 -1.979 4.937

2 unconnected molecules or ions with the total composition C5H13NO2 in a non-equilibrium geometry, computed with ωB97M-V/def2-TZVPD.

Output
SMILES = CC(C)C(N)=O.CO
Frontier orbital gap = 9.872 eV
Energy relative to the best compared isomer or geometry (same formula, charge and spin) = 99.25 kJ/mol
LUMO energy = 0.7 eV
HOMO = -9.191 eV
Largest force on an atom = 2.9 eV/Å

Positions of all 21 atoms, in Å:
C1 -1.219 -1.261 0.817
C2 -0.815 0.213 0.790
C3 -2.045 1.125 0.853
C4 0.019 0.583 -0.432
N1 -0.439 0.121 -1.625
O1 0.782 1.561 -0.413
H1 -1.632 -1.511 1.794
H2 -1.980 -1.488 0.072
H3 -0.362 -1.905 0.632
H4 -0.181 0.431 1.654
H5 -1.747 2.171 0.844
H6 -2.697 0.958 -0.004
H7 -2.620 0.922 1.754
H8 -1.224 -0.501 -1.689
H9 -0.057 0.522 -2.465
C5 2.796 -0.682 -0.415
O2 3.212 0.624 -0.514
H10 3.611 -1.333 -0.093
H11 2.360 -1.062 -1.350
H12 1.881 -0.708 0.276
H13 2.357 1.221 -0.485

A molecular structure, C19H27BCrN5O3PS2 in a non-equilibrium geometry, computed with ωB97M-V/def2-TZVPD.

Output
Frontier orbital gap (alpha / beta) = 6.301 / 6.982 eV
Total charge = +1
LUMO energy (alpha / beta) = -5.0 / -4.3 eV
Spin multiplicity = 2
HOMO (alpha / beta) = -11.292 / -11.321 eV
Largest force on an atom = 2.0 eV/Å

Positions of all 59 atoms, in Å:
Cr1 0.168 -0.163 -0.116
S1 -0.881 1.426 1.312
C1 -0.830 0.041 2.285
N1 -0.611 -1.122 1.698
C2 -0.658 -2.145 2.617
C3 -0.587 -3.519 2.387
C4 -0.688 -4.399 3.446
C5 -0.870 -3.950 4.751
C6 -0.971 -2.597 5.006
C7 -0.863 -1.715 3.945
S2 -1.027 0.020 4.003
H1 -0.502 -3.907 1.387
H2 -0.635 -5.459 3.246
H3 -0.951 -4.658 5.561
H4 -1.142 -2.227 6.002
B1 0.837 -0.399 -3.631
N2 0.661 -1.620 -2.703
C8 0.737 -2.867 -3.163
C9 0.752 -3.744 -2.085
C10 0.682 -2.922 -0.977
N3 0.614 -1.636 -1.365
N4 0.647 0.936 -2.885
C11 0.665 2.110 -3.514
C12 0.442 3.120 -2.586
C13 0.305 2.453 -1.386
N5 0.432 1.125 -1.577
H5 1.951 -0.431 -4.055
H6 0.024 -0.459 -4.493
H7 0.782 -3.064 -4.215
H8 0.804 -4.812 -2.112
H9 0.721 -3.165 0.065
H10 0.827 2.172 -4.572
H11 0.372 4.173 -2.760
H12 0.122 2.867 -0.414
C14 4.413 -0.355 -2.009
C15 3.908 -1.078 -0.775
O1 3.618 -0.121 0.249
P1 2.200 0.171 0.925
O2 2.509 1.566 1.599
C16 2.916 2.737 0.864
C17 4.353 3.079 1.209
O3 2.069 -0.775 2.189
C18 3.111 -0.919 3.186
C19 3.705 -2.313 3.117
H13 4.736 -1.078 -2.751
H14 5.257 0.278 -1.749
H15 3.626 0.263 -2.433
H16 4.678 -1.741 -0.374
H17 3.018 -1.671 -1.003
H18 2.237 3.536 1.170
H19 2.807 2.559 -0.208
H20 4.444 3.257 2.276
H21 4.655 3.974 0.674
H22 5.006 2.258 0.929
H23 2.624 -0.751 4.150
H24 3.876 -0.155 3.030
H25 2.918 -3.061 3.165
H26 4.383 -2.454 3.955
H27 4.265 -2.448 2.195

2 unconnected molecules or ions with the total composition C7H12N3O4 in a non-equilibrium geometry, computed with ωB97M-V/def2-TZVPD.

Output
Frontier orbital gap = 9.932 eV
Total charge = +1
Energy relative to the best compared isomer or geometry (same formula, charge and spin) = 0.64 kJ/mol
LUMO energy = -3.1 eV
HOMO = -13.013 eV
Largest force on an atom = 4.2 eV/Å

Positions of all 26 atoms, in Å:
C1 2.261 0.351 -0.310
C2 3.117 -1.943 -0.363
C3 -0.963 -2.724 0.240
C4 1.420 1.034 0.417
C5 -1.140 -0.379 -0.677
C6 1.295 2.535 0.392
C7 -1.390 -1.309 0.511
N1 2.305 -1.011 -0.283
N2 -0.755 -0.478 -1.838
N3 -1.834 0.952 -0.314
O1 3.664 -2.899 -0.701
O2 -1.716 -3.648 0.394
O3 -0.139 2.771 0.445
O4 -2.710 -1.097 1.018
H1 2.726 0.978 -1.085
H2 -0.044 -2.888 -0.313
H3 0.799 0.650 1.226
H4 1.666 2.876 -0.504
H5 1.712 2.885 1.250
H6 -0.615 -0.967 1.162
H7 -0.300 -1.296 -2.115
H8 -2.353 1.418 -1.058
H9 -1.214 1.754 0.106
H10 -2.450 0.810 0.559
H11 -0.267 3.692 0.658
H12 -3.076 -2.067 1.183